ORCA calculation (ωB97M-V with the def2-TZVPD basis set) on a structure of composition C27H69N6O12Sr.

Atoms and positions in Å:
Sr -3.423 2.976 2.763
C 0.374 0.533 1.555
C -0.797 1.441 1.893
O -1.500 2.037 1.029
O -1.090 1.576 3.106
H 1.293 0.986 1.934
H 0.497 0.370 0.486
H 0.367 -0.431 2.063
C -1.856 3.399 5.928
O -2.889 3.028 5.347
N -1.817 3.547 7.298
N -0.719 3.812 5.308
H -0.930 3.538 7.764
H -2.634 3.203 7.775
H 0.066 4.037 5.890
H -0.674 4.103 4.353
C 1.482 3.466 -0.379
O 1.998 4.044 -1.574
C 2.767 3.111 -2.299
C 3.413 3.702 -3.541
N 4.215 4.899 -3.233
C 4.908 5.307 -4.447
C 5.672 6.616 -4.312
O 6.551 6.777 -5.418
C 7.035 8.084 -5.609
H 2.245 3.256 0.381
H 0.953 2.533 -0.582
H 0.894 4.332 -0.068
H 2.166 2.255 -2.644
H 3.484 2.594 -1.650
H 2.568 3.917 -4.213
H 4.020 2.985 -4.094
H 3.498 5.588 -3.025
H 4.182 5.502 -5.254
H 5.609 4.568 -4.833
H 6.350 6.458 -3.463
H 5.037 7.494 -4.186
H 7.152 8.347 -6.661
H 8.034 8.135 -5.161
H 6.372 8.820 -5.146
C -2.508 -2.741 0.690
O -1.348 -3.353 1.209
C -1.333 -3.428 2.619
C -0.929 -4.807 3.123
N -1.866 -5.837 2.766
C -1.365 -7.212 2.793
C -2.475 -8.160 2.350
O -3.039 -7.918 1.071
C -2.063 -7.960 0.049
H -2.305 -1.864 0.057
H -3.164 -2.300 1.441
H -3.041 -3.417 0.017
H -2.162 -3.083 3.245
H -0.546 -2.736 2.955
H -0.706 -4.824 4.197
H 0.075 -5.122 2.784
H -2.434 -5.816 1.930
H -1.010 -7.539 3.773
H -0.501 -7.218 2.106
H -3.270 -7.923 3.059
H -2.053 -9.169 2.391
H -1.473 -8.879 -0.015
H -1.454 -7.052 0.046
H -2.606 -7.956 -0.902
C 5.971 -1.595 -7.254
O 4.675 -1.638 -6.667
C 4.058 -2.907 -6.727
C 2.740 -2.749 -5.940
N 2.981 -2.422 -4.532
C 1.862 -1.658 -4.030
C 1.948 -1.152 -2.603
O 3.214 -0.528 -2.411
C 3.506 -0.177 -1.101
H 6.320 -0.603 -6.962
H 5.968 -1.622 -8.348
H 6.581 -2.405 -6.847
H 4.711 -3.633 -6.227
H 3.810 -3.248 -7.736
H 2.242 -3.722 -6.031
H 2.066 -2.128 -6.542
H 3.759 -1.770 -4.600
H 0.860 -2.076 -4.188
H 1.667 -0.769 -4.662
H 1.922 -1.996 -1.899
H 1.188 -0.433 -2.275
H 4.414 0.423 -1.129
H 3.652 -1.004 -0.393
H 2.727 0.426 -0.607
C -5.487 1.604 0.093
O -5.019 1.310 1.424
C -4.650 -0.046 1.616
C -4.620 -0.354 3.133
N -3.583 0.365 3.843
C -3.483 0.030 5.289
C -4.640 0.667 6.058
O -5.749 -0.196 5.972
C -6.980 0.376 6.328
H -6.360 1.011 -0.184
H -4.585 1.618 -0.518
H -5.961 2.591 0.110
H -3.613 -0.190 1.287
H -5.298 -0.790 1.154
H -4.439 -1.438 3.173
H -5.613 -0.147 3.532
H -2.714 0.160 3.352
H -2.534 0.504 5.530
H -3.477 -1.054 5.418
H -4.819 1.650 5.621
H -4.360 0.724 7.115
H -7.025 0.819 7.326
H -7.797 -0.341 6.261
H -7.232 1.121 5.558
O -1.472 1.891 -2.092
H -1.734 1.706 -1.180
H -0.895 1.160 -2.337

Total charge   +1
Electronic energy   -63456.036 eV
Max |F|   0.051 Eh/bohr
HOMO-LUMO gap   6.252 eV

***

ORCA calculation (ωB97M-V with the def2-TZVPD basis set) on a cluster of 6 separate species, C27H70B4FN5O12 in total.

Atoms and positions in Å:
C 4.301 0.425 3.681
O 3.529 1.598 3.277
B 2.400 1.082 2.502
O 2.286 -0.305 2.077
B 1.188 2.160 2.139
O 0.927 2.614 0.762
B -0.392 2.131 0.501
F -0.784 2.093 -0.879
O -1.331 1.645 1.467
B -0.977 1.991 2.822
C -1.902 1.569 4.108
C -3.455 1.909 3.904
C -4.319 0.805 3.143
C -3.568 -0.559 2.826
O -4.481 -1.589 2.292
C -3.739 -2.812 2.442
C -2.270 -3.013 1.852
O -4.235 -3.760 3.078
O 0.261 2.703 3.127
H 3.647 -0.286 4.278
H 5.162 0.798 4.333
H 4.758 -0.078 2.767
H 1.783 -0.760 2.799
H -1.690 0.498 4.459
H -1.538 2.236 4.976
H -3.499 2.913 3.340
H -3.883 2.144 4.944
H -5.295 0.567 3.703
H -4.657 1.255 2.140
H -3.092 -1.016 3.756
H -2.792 -0.352 2.021
H -1.562 -2.436 2.544
H -1.952 -4.099 1.773
H -2.176 -2.504 0.816
C -0.040 1.896 8.496
O 0.303 2.062 7.130
C 1.701 2.150 6.876
C 2.414 0.786 6.780
C 2.664 0.133 8.136
N 1.672 -0.150 5.928
H 0.645 2.431 9.160
H -0.067 0.834 8.752
H -1.046 2.296 8.643
H 1.791 2.644 5.903
H 2.188 2.807 7.607
H 3.394 0.961 6.322
H 1.758 -0.294 8.571
H 3.383 -0.685 8.036
H 3.079 0.853 8.847
H 1.592 0.256 4.999
H 0.710 -0.168 6.268
C -0.841 -1.574 -2.035
O -2.040 -2.229 -1.649
C -3.152 -1.978 -2.502
C -3.197 -2.865 -3.763
C -2.218 -2.428 -4.849
N -2.951 -4.277 -3.440
H -1.032 -0.592 -2.478
H -0.276 -2.201 -2.728
H -0.228 -1.436 -1.142
H -4.039 -2.205 -1.900
H -3.212 -0.913 -2.757
H -4.204 -2.781 -4.185
H -1.185 -2.693 -4.615
H -2.464 -2.914 -5.798
H -2.267 -1.348 -5.009
H -3.664 -4.590 -2.784
H -2.089 -4.316 -2.895
C -4.582 -8.744 -7.653
O -4.476 -7.737 -6.662
C -3.498 -7.993 -5.659
C -2.061 -7.602 -6.060
C -1.402 -8.598 -7.010
N -2.013 -6.265 -6.663
H -4.408 -9.744 -7.245
H -3.888 -8.541 -8.473
H -5.594 -8.711 -8.063
H -3.788 -7.374 -4.804
H -3.553 -9.036 -5.324
H -1.461 -7.585 -5.144
H -1.781 -8.519 -8.030
H -0.324 -8.419 -7.057
H -1.552 -9.625 -6.666
H -2.370 -5.590 -5.987
H -2.708 -6.246 -7.411
C 0.804 5.494 -0.095
O 1.279 6.805 -0.355
C 1.219 7.195 -1.722
C -0.160 7.718 -2.173
C -1.184 6.610 -2.405
N -0.713 8.683 -1.213
H 1.030 4.804 -0.913
H -0.271 5.516 0.101
H 1.296 5.130 0.808
H 1.938 8.015 -1.824
H 1.574 6.385 -2.372
H -0.018 8.231 -3.130
H -1.570 6.193 -1.473
H -2.043 7.000 -2.958
H -0.754 5.796 -2.993
H -0.068 9.467 -1.131
H -0.678 8.246 -0.292
C 7.143 0.609 -1.508
O 6.427 1.255 -0.468
C 6.004 2.579 -0.775
C 4.692 2.655 -1.582
C 4.868 2.329 -3.062
N 3.660 1.774 -1.021
H 7.765 1.308 -2.075
H 6.452 0.087 -2.173
H 7.794 -0.141 -1.054
H 5.830 3.062 0.193
H 6.810 3.140 -1.264
H 4.330 3.687 -1.520
H 5.000 1.261 -3.245
H 3.985 2.642 -3.626
H 5.730 2.857 -3.479
H 3.479 2.055 -0.059
H 4.076 0.846 -0.926

Energy above the lowest of the compared OMol25 structures with the same formula, charge and spin   0.0 kJ/mol
Electronic energy   -66582.881 eV
Max |F|   0.081 Eh/bohr
HOMO-LUMO gap   8.711 eV

***

Number 1: LUMO -3.8 eV. Number 2: LUMO -0.2 eV.